Record 1
{
  "formula": "C39H97O27P3",
  "method": "ωB97M-V/def2-TZVPD",
  "homo_ev": [-10.5354, -10.5354],
  "total_charge": 1,
  "gap_ev": [7.905, 1.532],
  "s_squared": 0.76,
  "spin_multiplicity": 2,
  "species": ["C", "O", "P", "O", "O", "C", "O", "C", "H", "H", "H", "H", "H", "H", "H", "H", "H", "C", "O", "P", "O", "O", "C", "O", "C", "H", "H", "H", "H", "H", "H", "H", "H", "H", "C", "O", "P", "O", "O", "C", "O", "C", "H", "H", "H", "H", "H", "H", "H", "H", "H", "C", "O", "C", "C", "O", "C", "C", "O", "C", "H", "H", "H", "H", "H", "H", "H", "H", "H", "H", "H", "H", "H", "H", "C", "O", "C", "C", "O", "C", "C", "O", "C", "H", "H", "H", "H", "H", "H", "H", "H", "H", "H", "H", "H", "H", "H", "C", "O", "C", "C", "O", "C", "C", "O", "C", "H", "H", "H", "H", "H", "H", "H", "H", "H", "H", "H", "H", "H", "H", "C", "O", "C", "C", "O", "C", "C", "O", "C", "H", "H", "H", "H", "H", "H", "H", "H", "H", "H", "H", "H", "H", "H", "C", "O", "C", "C", "O", "C", "C", "O", "C", "H", "H", "H", "H", "H", "H", "H", "H", "H", "H", "H", "H", "H", "H"],
  "coordinates": [[5.809, 9.200, 4.270], [5.556, 8.112, 3.414], [3.938, 7.898, 2.932], [2.919, 8.171, 3.978], [3.889, 8.786, 1.634], [2.814, 9.642, 1.211], [3.930, 6.358, 2.323], [3.582, 5.280, 3.153], [6.864, 9.172, 4.546], [5.246, 9.199, 5.203], [5.588, 10.107, 3.707], [3.237, 10.576, 0.843], [2.126, 9.874, 2.024], [2.352, 9.009, 0.454], [2.886, 4.727, 2.522], [3.172, 5.557, 4.123], [4.422, 4.589, 3.222], [1.792, -4.794, 8.190], [2.619, -4.426, 7.190], [2.104, -3.842, 5.781], [0.643, -3.839, 5.555], [3.048, -4.570, 4.646], [2.839, -5.904, 4.139], [2.891, -2.437, 5.661], [2.529, -1.262, 6.465], [1.797, -5.858, 8.424], [0.808, -4.356, 8.017], [2.113, -4.265, 9.087], [3.110, -6.133, 3.108], [1.760, -6.040, 4.063], [3.321, -6.663, 4.755], [2.432, -0.331, 5.906], [3.413, -1.100, 7.082], [1.631, -1.429, 7.061], [-4.493, -3.145, 2.239], [-4.206, -4.301, 2.932], [-5.229, -5.567, 2.999], [-4.621, -6.819, 3.686], [-5.738, -5.692, 1.402], [-5.181, -6.697, 0.556], [-6.575, -4.892, 3.764], [-7.282, -5.621, 4.721], [-3.630, -2.935, 1.606], [-4.727, -2.265, 2.837], [-5.329, -3.356, 1.572], [-4.704, -7.511, 1.103], [-4.464, -6.276, -0.148], [-5.899, -7.246, -0.053], [-8.258, -5.786, 4.265], [-7.454, -4.944, 5.557], [-6.906, -6.636, 4.852], [-5.245, 9.480, 1.438], [-5.367, 8.021, 1.493], [-4.114, 7.368, 1.646], [-3.486, 7.598, 3.057], [-2.641, 6.505, 3.451], [-1.655, 6.118, 2.585], [-0.965, 4.877, 3.176], [0.243, 5.186, 4.003], [-0.058, 5.537, 5.430], [-5.999, 9.983, 2.042], [-5.280, 9.716, 0.374], [-4.263, 9.792, 1.793], [-3.400, 7.523, 0.838], [-4.381, 6.323, 1.490], [-4.283, 7.677, 3.796], [-3.029, 8.585, 2.984], [-0.919, 6.906, 2.423], [-2.169, 6.001, 1.631], [-0.840, 4.070, 2.454], [-1.749, 4.458, 3.807], [-0.448, 4.700, 6.010], [-0.835, 6.300, 5.461], [0.831, 5.985, 5.873], [-1.650, -6.478, 1.192], [-0.578, -5.608, 0.947], [-0.760, -4.277, 1.265], [0.499, -3.506, 0.788], [0.451, -2.087, 0.988], [0.758, -1.821, 2.342], [1.542, -0.518, 2.235], [1.553, 0.186, 3.479], [1.779, 1.640, 3.437], [-1.245, -7.475, 1.365], [-2.289, -6.544, 0.311], [-2.165, -6.178, 2.104], [-1.025, -4.161, 2.316], [-1.625, -3.877, 0.735], [0.771, -3.640, -0.258], [1.475, -3.875, 1.104], [1.266, -2.559, 2.963], [-0.217, -1.716, 2.818], [1.047, 0.071, 1.463], [2.524, -0.730, 1.812], [1.436, 2.095, 4.366], [1.287, 2.252, 2.681], [2.829, 1.809, 3.198], [3.623, -1.603, -10.539], [3.704, -0.632, -9.506], [3.013, -1.045, -8.387], [3.892, -0.621, -7.259], [3.322, -1.235, -6.100], [3.889, -0.806, -4.888], [3.065, -1.414, -3.774], [2.042, -0.546, -3.188], [1.272, -1.180, -2.232], [2.611, -1.782, -10.904], [4.109, -2.490, -10.133], [4.298, -1.353, -11.357], [2.513, -2.011, -8.457], [2.126, -0.411, -8.408], [3.978, 0.455, -7.107], [4.873, -1.078, -7.393], [3.909, 0.279, -4.989], [4.833, -1.338, -4.766], [3.762, -1.645, -2.969], [2.741, -2.408, -4.081], [1.685, -1.406, -1.249], [0.880, -2.037, -2.780], [0.322, -0.717, -1.965], [-0.468, 2.641, -0.643], [0.894, 3.137, -0.451], [1.215, 4.485, -0.741], [2.729, 4.471, -0.931], [3.223, 5.805, -1.058], [4.623, 6.039, -1.122], [5.109, 7.477, -1.319], [4.915, 7.896, -2.681], [3.608, 8.236, -2.951], [-1.179, 3.379, -0.271], [-0.587, 1.710, -0.089], [-0.604, 2.456, -1.709], [0.827, 5.108, 0.065], [0.728, 4.804, -1.663], [2.936, 4.129, -1.946], [3.270, 3.929, -0.155], [5.052, 5.414, -1.905], [4.994, 5.582, -0.204], [6.176, 7.313, -1.169], [4.833, 8.354, -0.733], [3.009, 7.330, -3.035], [3.679, 8.867, -3.837], [3.037, 8.853, -2.256], [-3.369, -6.897, -10.127], [-4.403, -7.026, -9.050], [-3.748, -7.505, -7.868], [-4.737, -8.010, -6.851], [-4.232, -8.146, -5.452], [-5.302, -8.433, -4.544], [-4.738, -8.866, -3.141], [-4.056, -8.014, -2.208], [-2.745, -7.687, -2.680], [-2.768, -7.797, -10.258], [-2.625, -6.115, -9.972], [-3.938, -6.789, -11.050], [-3.132, -6.766, -7.355], [-3.101, -8.355, -8.082], [-4.867, -8.980, -7.331], [-5.641, -7.411, -6.957], [-5.872, -9.307, -4.859], [-6.132, -7.728, -4.497], [-4.433, -9.910, -3.058], [-5.709, -8.946, -2.651], [-2.778, -7.045, -3.560], [-2.105, -8.568, -2.730], [-2.147, -7.113, -1.972]],
  "forces_ev_per_angstrom": [[0.24, 0.85, 0.17], [-3.11, -1.66, -0.93], [1.86, -1.17, 0.77], [0.82, -0.22, -0.94], [0.56, 0.13, 0.63], [-0.04, -0.85, 0.06], [0.61, 3.62, 0.51], [-0.19, -1.36, -0.60], [-0.02, -0.01, -0.26], [-0.29, -0.24, -0.14], [0.17, 0.34, 0.27], [0.03, -0.29, -0.20], [0.05, -0.20, 0.08], [-0.49, 0.77, -0.30], [-0.60, -0.12, 0.55], [0.01, 0.01, -0.18], [0.31, 0.31, 0.48], [-1.87, 0.54, 2.65], [1.59, 0.60, -3.25], [1.70, 0.21, -1.51], [1.03, -0.12, 0.43], [-0.42, 0.33, 0.59], [-1.49, -0.20, 0.38], [-1.21, 0.14, 0.10], [0.90, -0.70, 0.23], [-0.18, -0.02, -0.41], [-0.45, -0.76, -0.05], [0.28, -0.18, 0.29], [0.85, 1.16, -0.07], [-0.16, -0.44, 0.54], [-0.15, 0.21, 0.27], [-0.28, -0.59, -0.74], [-0.26, -0.10, 0.44], [0.08, -0.06, -0.03], [-0.56, 0.84, -1.85], [-0.46, -2.66, 1.63], [0.03, -1.37, 1.04], [-1.99, 3.95, -2.41], [0.24, -0.07, 2.55], [0.72, -1.02, -0.49], [3.66, -0.42, -2.54], [-1.77, -0.52, -0.52], [0.04, 0.24, 0.04], [0.07, -0.31, 0.44], [-0.10, 0.45, -0.15], [0.26, 0.31, 0.39], [-0.03, 0.21, 0.21], [-0.69, 0.65, 0.18], [-0.38, -0.02, 0.17], [0.43, -0.65, 0.44], [0.50, 0.37, 0.79], [0.48, -0.63, -0.43], [2.08, 0.64, 1.09], [-2.27, -1.23, -1.42], [0.05, -0.42, 1.06], [-2.42, 2.25, 0.17], [2.03, -0.55, 0.04], [0.12, 0.14, 1.66], [-2.12, -0.14, -0.14], [-0.28, 0.15, -1.65], [-0.22, -0.41, -0.29], [-0.32, 0.36, 0.08], [0.06, -0.02, 0.06], [0.26, 1.00, 0.02], [0.00, -0.28, 0.62], [0.12, -0.31, 0.01], [0.85, -0.16, 0.17], [0.14, 0.49, -0.03], [0.22, -0.71, -0.62], [1.02, 0.40, -0.19], [0.07, -0.15, 0.47], [0.31, -0.32, -0.25], [-0.14, 0.22, -0.16], [0.10, -0.36, -0.32], [0.17, -0.15, 0.24], [1.21, -0.77, -0.40], [0.21, 0.80, -0.53], [0.60, 0.22, -0.95], [0.52, -2.15, 0.15], [-0.84, 1.71, 0.50], [-0.60, 0.60, 0.31], [-0.20, 1.55, -0.17], [0.35, -1.26, -0.47], [0.10, 0.02, -0.02], [-0.36, 0.19, 0.14], [-0.44, -0.03, -0.07], [0.48, 0.18, 0.44], [-0.20, 0.28, -0.39], [-1.37, -0.09, -0.64], [-0.21, -0.33, 1.44], [0.37, -0.48, -0.70], [0.07, 0.58, 0.57], [-0.23, 0.26, 0.01], [0.44, 0.00, 0.39], [0.46, -0.47, 0.29], [-0.73, -0.73, -0.65], [0.27, 0.12, 0.59], [1.36, -0.08, 0.26], [0.64, -0.38, -2.46], [-1.68, 2.26, -0.25], [-0.32, -2.24, 1.82], [-0.51, 0.11, -0.54], [-1.13, -0.87, -0.51], [0.04, 1.01, 1.84], [1.38, 0.61, -1.24], [-1.53, -1.40, -0.35], [-0.06, -0.02, 0.08], [-0.54, -0.65, -0.07], [-0.33, 0.60, -0.10], [1.16, -0.69, 0.49], [-0.48, 0.30, 0.62], [-0.09, 0.13, -0.39], [0.39, 0.32, -0.23], [0.52, 0.15, 1.04], [0.72, 0.71, -0.13], [0.17, 0.12, 0.36], [-0.79, 0.15, -0.32], [0.80, -0.26, -0.21], [0.06, -1.03, 0.75], [0.20, 1.18, -0.40], [1.61, 1.02, -0.18], [-0.77, -1.22, 0.41], [-0.36, -0.89, -0.13], [0.85, 1.61, -1.20], [-1.22, 1.73, 0.48], [-0.83, -1.12, 1.10], [0.21, -0.60, -1.34], [1.30, -0.12, 1.34], [-0.93, 0.17, -0.99], [-0.26, 0.09, -0.05], [0.26, 0.11, -0.01], [-0.30, 0.02, -0.01], [0.37, 0.45, 0.27], [0.02, 0.15, -0.22], [-0.10, -1.37, 0.24], [-0.15, -0.25, 0.05], [0.14, 0.23, -0.53], [0.63, 0.44, 0.40], [0.24, 0.44, -0.22], [-0.55, -0.72, 0.79], [-0.25, 0.04, -0.61], [-0.47, -0.47, -0.41], [0.54, 0.26, 0.92], [-1.37, -0.58, 0.54], [2.38, -0.27, -0.42], [1.00, 0.66, 0.77], [-0.13, -0.87, 0.14], [-1.37, 0.73, -2.10], [1.67, -0.95, 0.49], [-2.57, 0.50, 0.82], [0.73, 0.12, -1.43], [0.50, 0.32, 0.57], [-0.26, -0.43, 0.38], [-0.49, 0.46, 0.27], [0.11, 0.42, 0.15], [0.24, 0.60, -0.41], [0.29, 0.10, -0.42], [-1.13, -0.61, 1.03], [-0.15, 0.00, 0.57], [0.30, -0.65, -0.22], [0.63, 1.08, 0.17], [0.99, 0.12, -0.67], [-0.32, -0.12, 0.36], [0.00, -0.59, -0.38], [-0.28, -0.37, -0.88], [-0.75, 0.35, 0.70]],
  "lowdin_charge": [-0.140, -0.237, 0.511, -0.260, -0.237, -0.063, -0.232, -0.118, 0.091, 0.084, 0.085, 0.097, 0.080, 0.085, 0.075, 0.081, 0.093, -0.163, -0.201, 0.458, -0.241, -0.235, -0.091, -0.232, -0.057, 0.097, 0.084, 0.090, 0.083, 0.079, 0.087, 0.067, 0.086, 0.087, -0.139, -0.234, 0.633, -0.286, -0.241, -0.124, -0.245, -0.136, 0.078, 0.093, 0.083, 0.084, 0.070, 0.084, 0.083, 0.094, 0.084, -0.004, -0.077, -0.169, -0.063, 0.028, -0.147, -0.108, -0.177, -0.021, 0.110, 0.112, 0.085, 0.145, 0.146, 0.156, 0.145, 0.168, 0.141, 0.123, 0.127, 0.093, 0.075, 0.095, -0.082, -0.179, -0.202, -0.161, -0.157, -0.194, -0.181, -0.188, -0.072, 0.097, 0.062, 0.081, 0.127, 0.116, 0.117, 0.125, 0.116, 0.129, 0.110, 0.131, 0.078, 0.058, 0.083, -0.098, -0.188, -0.246, -0.166, -0.163, -0.189, -0.162, -0.172, -0.152, 0.091, 0.089, 0.087, 0.133, 0.127, 0.132, 0.134, 0.132, 0.127, 0.116, 0.129, 0.076, 0.089, 0.080, -0.058, -0.223, -0.198, -0.156, -0.187, -0.177, -0.147, -0.175, -0.146, 0.064, 0.079, 0.090, 0.109, 0.125, 0.136, 0.129, 0.132, 0.115, 0.128, 0.114, 0.082, 0.095, 0.076, -0.063, -0.169, -0.256, -0.158, -0.136, -0.186, -0.178, -0.189, -0.097, 0.075, 0.082, 0.083, 0.125, 0.118, 0.124, 0.128, 0.116, 0.120, 0.125, 0.109, 0.087, 0.093, 0.065]
}

---

Record 2
{
  "formula": "C22H25N3O2",
  "method": "ωB97M-V/def2-TZVPD",
  "homo_ev": -8.8112,
  "gap_ev": 9.116,
  "de_lowest_ev": 0.759,
  "smiles": "CCCCCc1ccc(CC(=O)Nn2c(C)nc3ccccc3c2=O)cc1",
  "species": ["C", "C", "C", "C", "H", "H", "C", "C", "C", "C", "C", "C", "C", "H", "H", "C", "C", "O", "N", "N", "C", "N", "C", "C", "C", "C", "C", "C", "C", "O", "H", "H", "H", "H", "C", "H", "H", "H", "H", "H", "H", "H", "H", "H", "H", "H", "H", "H", "H", "H", "H", "H"],
  "coordinates": [[5.256, 0.360, -1.589], [4.671, -0.539, -0.506], [3.189, -0.817, -0.750], [2.557, -1.729, 0.301], [3.181, -2.618, 0.422], [1.575, -2.051, -0.056], [2.374, -1.060, 1.673], [1.278, -0.037, 1.634], [-0.037, -0.409, 1.883], [-1.064, 0.513, 1.805], [-0.807, 1.829, 1.443], [0.510, 2.209, 1.210], [1.539, 1.291, 1.316], [2.557, 1.613, 1.153], [0.725, 3.236, 0.950], [-1.914, 2.835, 1.294], [-2.019, 3.382, -0.116], [-2.012, 4.556, -0.393], [-2.084, 2.460, -1.130], [-2.219, 1.089, -0.983], [-1.190, 0.265, -1.393], [-1.212, -1.005, -1.252], [-2.300, -1.597, -0.668], [-2.302, -2.982, -0.472], [-3.395, -3.594, 0.098], [-4.511, -2.851, 0.481], [-4.527, -1.487, 0.297], [-3.423, -0.849, -0.272], [-3.419, 0.596, -0.443], [-4.313, 1.359, -0.148], [-5.375, -0.885, 0.587], [-5.361, -3.348, 0.924], [-3.392, -4.664, 0.249], [-1.434, -3.544, -0.777], [-0.023, 0.918, -2.047], [-0.332, 1.424, -2.961], [0.418, 1.656, -1.380], [0.709, 0.154, -2.288], [-2.301, 2.845, -2.044], [-1.744, 3.691, 1.951], [-2.878, 2.391, 1.552], [-2.077, 0.203, 2.021], [-0.261, -1.433, 2.146], [2.119, -1.832, 2.402], [3.311, -0.597, 1.985], [2.644, 0.128, -0.779], [3.082, -1.290, -1.729], [4.806, -0.057, 0.464], [5.217, -1.485, -0.484], [4.738, 1.316, -1.613], [6.312, 0.547, -1.403], [5.158, -0.106, -2.567]],
  "forces_ev_per_angstrom": [[0.03, -0.14, 0.21], [-0.19, 0.14, -0.23], [0.17, -0.26, 0.22], [0.04, 0.13, -0.03], [-0.02, -0.08, -0.03], [-0.02, -0.10, 0.02], [-0.04, -0.16, -0.18], [0.09, 0.01, 0.13], [0.02, 0.05, 0.03], [0.04, 0.08, 0.09], [0.12, -0.03, 0.13], [-0.12, 0.01, 0.07], [-0.03, -0.01, 0.04], [0.14, 0.01, -0.03], [0.04, 0.13, -0.03], [-0.09, 0.13, 0.10], [0.08, -0.17, 0.54], [-0.06, 0.20, -0.04], [-0.01, -0.34, -0.92], [-0.35, 0.44, 0.12], [0.36, -0.07, -0.06], [0.55, -0.11, -0.31], [-0.68, 0.20, 0.25], [-0.06, 0.01, 0.05], [0.12, 0.00, -0.04], [-0.13, 0.10, 0.05], [0.01, 0.05, 0.00], [0.18, -0.44, -0.03], [-0.13, 0.28, -0.12], [-0.08, -0.09, 0.09], [-0.07, 0.04, 0.03], [-0.07, -0.03, 0.03], [0.02, -0.09, 0.00], [0.11, -0.05, -0.05], [0.10, 0.08, 0.01], [0.02, 0.08, -0.06], [0.03, 0.05, -0.05], [-0.03, -0.05, 0.01], [-0.04, -0.13, 0.21], [-0.08, -0.03, -0.13], [0.03, 0.04, 0.01], [-0.10, -0.01, 0.01], [-0.01, -0.14, 0.03], [0.06, 0.05, 0.06], [0.02, -0.02, 0.10], [-0.05, 0.07, -0.13], [-0.04, 0.07, -0.08], [0.05, -0.05, 0.08], [0.01, -0.04, 0.09], [-0.03, 0.12, -0.05], [0.10, 0.08, -0.06], [0.00, -0.01, -0.13]],
  "lowdin_charge": [-0.114, -0.269, -0.232, -0.187, 0.111, 0.103, -0.153, -0.230, -0.023, -0.036, -0.231, -0.036, -0.037, 0.116, 0.126, -0.041, -0.455, 0.087, 0.124, 0.052, -0.308, 0.172, -0.222, -0.011, -0.069, -0.073, -0.006, -0.084, -0.368, 0.097, 0.121, 0.104, 0.105, 0.111, 0.013, 0.089, 0.074, 0.078, 0.174, 0.135, 0.119, 0.119, 0.120, 0.114, 0.107, 0.085, 0.115, 0.098, 0.110, 0.070, 0.067, 0.071]
}

---

Record 3
{
  "formula": "C8H7BrF2MgN2O4",
  "method": "ωB97M-V/def2-TZVPD",
  "homo_ev": -15.9670,
  "total_charge": 2,
  "gap_ev": 3.016,
  "species": ["O", "C", "C", "C", "N", "C", "O", "C", "N", "C", "O", "F", "C", "O", "F", "C", "Br", "H", "H", "H", "H", "H", "H", "H", "Mg"],
  "coordinates": [[-1.853, -0.883, 2.220], [-2.510, -0.036, 1.519], [-2.114, 0.382, 0.026], [-0.916, 1.451, -0.083], [0.091, 1.573, 1.016], [1.477, 1.420, 0.509], [2.572, 1.888, 0.894], [1.215, 0.468, -0.806], [0.850, -0.841, -0.162], [0.528, -1.901, -1.150], [1.152, -2.155, -2.198], [-0.615, -2.772, -0.831], [1.953, -1.387, 0.668], [3.166, -1.226, 0.421], [1.575, -2.202, 1.850], [-0.008, 1.371, -1.428], [0.560, 3.284, -1.634], [-3.479, 0.432, 1.959], [-3.043, 0.774, -0.549], [-1.786, -0.568, -0.531], [-1.359, 2.505, -0.138], [0.044, 0.900, 1.798], [2.017, 0.477, -1.623], [-0.490, 0.966, -2.382], [0.972, -3.918, 0.634]],
  "forces_ev_per_angstrom": [[-2.20, 3.38, -3.27], [1.28, -2.07, 1.61], [0.24, -0.62, -0.18], [-0.81, 1.66, -0.68], [1.99, -0.98, 0.06], [1.83, 1.09, 0.03], [-5.05, -2.40, -1.28], [1.33, 3.61, -1.54], [-0.12, -3.10, -0.09], [2.80, 0.01, -4.46], [-3.36, 0.96, 5.23], [2.37, 0.67, 1.01], [6.03, 2.70, -2.79], [-6.65, -1.33, 2.09], [-0.63, -0.42, -2.36], [-0.66, -1.44, 2.06], [0.18, -1.57, -0.54], [1.57, -0.64, -0.64], [1.63, -0.48, 1.15], [-0.60, 1.18, 0.98], [0.15, -1.72, 0.21], [-0.65, 0.78, -0.21], [-0.66, -0.68, 1.67], [0.66, 0.70, 1.46], [-0.67, 0.72, 0.48]],
  "lowdin_charge": [-0.039, -0.143, -0.075, -0.354, 0.069, -0.377, 0.130, -0.172, 0.075, -0.314, 0.237, 0.028, -0.280, 0.261, 0.021, -0.484, 0.858, 0.159, 0.150, 0.093, 0.117, 0.127, 0.181, 0.130, 1.602]
}